Record 1
Computed, not measured: a structure of composition C14H30Cl2O10PPb, with the ωB97M-V functional and the def2-TZVPD basis.

Values from the calculation:
spin multiplicity: 2
orbital gap (spin up / spin down): 8.2 / 3.3 eV
charge: +2

Structure (XYZ):
```
58
Properties=species:S:1:pos:R:3:forces:R:3:lowdin_spin:R:1
Pb -1.95828 1.41230 -2.20534 1.6 -1.0 1.9 0.000
C 0.57859 0.95374 1.57201 0.1 -0.4 -0.2 0.000
C -0.19752 1.03342 0.24891 0.9 -2.1 0.2 0.000
O -0.61894 2.08861 -0.16298 -2.0 4.9 -0.8 0.000
O -0.38695 0.03570 -0.47774 0.0 -1.9 0.0 0.000
H 1.14547 1.83416 1.87471 -0.2 0.3 -0.6 0.000
H 1.28481 0.12935 1.47337 -0.1 -0.1 0.1 0.000
H -0.09290 0.76596 2.40982 -0.2 -0.3 -0.1 0.000
C -1.90965 3.47311 3.06904 -0.3 0.4 -0.5 0.000
Cl -0.96652 4.96923 3.19197 0.0 0.0 0.3 0.000
Cl -3.22435 3.32017 4.27613 0.8 -0.1 -0.4 0.000
H -2.38301 3.53105 2.08890 0.0 -0.3 0.2 0.000
H -1.17012 2.67276 3.09428 -0.5 -0.1 0.4 0.000
C -4.25517 -2.69674 -3.55420 -0.7 0.8 -0.3 0.000
O -3.72635 -2.93433 -2.26792 1.3 1.0 1.9 0.000
P -4.03551 -1.86749 -1.10498 -0.5 -1.3 0.0 0.000
O -3.52032 -0.46955 -1.31669 -0.5 -0.3 -0.7 0.000
O -5.58796 -2.08294 -0.85923 0.1 0.6 0.7 0.000
C -6.06829 -3.27940 -0.14453 -0.5 -1.1 -0.9 0.000
O -3.43869 -2.50867 0.18652 1.1 -0.5 0.1 0.000
C -2.27019 -1.94641 0.81554 -0.8 1.3 1.3 0.000
H -3.48224 -2.54534 -4.30770 0.2 -0.8 0.1 0.000
H -4.74659 -1.72399 -3.53502 -0.7 -0.1 -0.2 0.000
H -4.95000 -3.52382 -3.70001 0.1 0.3 -0.8 0.000
H -5.45065 -4.13319 -0.42320 0.2 0.1 0.2 0.000
H -7.06527 -3.54006 -0.49978 0.1 0.6 -0.5 0.000
H -6.22562 -3.27365 0.93404 0.9 1.0 0.0 0.000
H -1.29744 -2.14016 0.36352 -0.5 -0.1 -0.3 0.000
H -2.28644 -2.16853 1.88255 0.0 -1.2 -0.2 0.000
H -2.51271 -0.88987 0.92965 0.7 0.3 -0.7 0.000
O 4.28870 -1.21670 4.84399 -0.3 -0.1 -0.1 0.792
C 3.55239 -0.86247 3.89822 -1.1 0.7 -1.9 0.069
O 3.60332 0.32398 3.38465 -1.5 -3.2 -0.8 0.041
C 4.31639 1.34316 3.98758 1.5 1.7 2.7 0.005
C 4.15732 2.58428 3.22172 -0.7 0.8 -0.8 0.004
C 2.54759 -1.84471 3.21310 1.3 -0.6 1.2 0.069
H 5.35435 1.06821 4.17504 0.2 -0.2 -0.4 0.003
H 3.88302 1.48597 4.97747 0.0 0.0 0.2 0.001
H 3.11312 2.89549 3.19154 -0.2 -0.1 0.2 0.001
H 4.43394 2.45069 2.17590 0.5 0.3 0.1 0.000
H 4.66584 3.39545 3.74278 0.3 -0.1 -0.4 0.002
H 2.52665 -2.75362 3.81439 -0.2 0.0 0.1 0.000
H 2.99258 -2.15474 2.26760 0.1 0.4 -0.2 0.005
H 1.54228 -1.44107 3.09258 0.3 0.4 0.2 0.008
O 0.47112 1.31735 -3.07137 2.0 0.0 -0.1 0.000
C 1.70734 1.32205 -2.90222 0.6 -0.1 -2.4 0.000
O 2.66145 1.30855 -3.96154 -2.5 0.8 3.3 0.000
C 2.27362 1.02976 -5.31377 -0.5 -1.1 0.9 0.000
C 1.99997 -0.48172 -5.37545 0.4 -0.2 -1.5 0.000
C 2.43428 1.35233 -1.58172 0.2 0.2 -0.1 0.000
H 3.15856 1.33337 -5.87305 -0.2 -0.3 -0.1 0.000
H 1.42197 1.60327 -5.67967 0.0 0.2 0.5 0.000
H 1.31760 -0.61339 -6.21518 0.3 -0.4 -0.3 0.000
H 1.56912 -1.08977 -4.57999 -0.3 1.1 0.7 0.000
H 2.93928 -1.00516 -5.55375 0.0 0.0 -0.4 0.000
H 2.33754 2.33827 -1.12712 -0.4 0.1 0.0 0.000
H 3.50798 1.21344 -1.70807 -0.2 -0.2 -0.3 0.000
H 2.04126 0.60220 -0.89548 -0.1 0.0 -0.2 0.000
```
Forces are in eV/Å.

---

Record 2
Computed, not measured: a structure of composition C14H30CuN2SSb2, with the ωB97M-V functional and the def2-TZVPD basis.

Values from the calculation:
orbital gap: 7.4 eV
charge: +1

Structure (XYZ):
```
50
Properties=species:S:1:pos:R:3:forces:R:3:mulliken_charge:R:1
Cu -2.48093 0.34523 -0.61467 0.1 0.0 0.5 -0.378
C 3.67055 2.07865 -1.10841 -0.8 1.0 -0.9 -1.147
Sb 2.30267 0.97854 -2.42151 0.0 0.4 0.1 0.614
C 3.80145 -0.36934 -3.16067 1.0 0.3 1.1 -1.129
C 1.43855 -0.53728 -0.94896 0.0 0.7 -1.9 -1.519
C 2.20226 -0.59734 0.27899 1.7 0.5 1.6 1.946
C 3.38026 -1.43233 0.35600 -2.7 0.6 -1.4 -0.744
C 3.97640 -1.67739 1.53125 1.9 -0.4 2.5 -0.630
C 3.67096 -0.94307 2.72695 -1.4 0.3 -2.4 -0.798
C 2.72375 0.07029 2.56922 -0.9 -0.2 -0.1 -0.745
C 1.94319 0.25428 1.38883 1.3 -1.8 -0.6 0.995
C 0.81366 1.20178 1.30789 -0.3 0.4 0.8 -1.568
Sb -1.12657 0.17934 1.50642 0.2 -0.4 0.2 1.168
C -1.80580 0.52478 3.51410 -0.6 0.5 0.2 -1.160
C -0.62068 -1.87218 1.83714 0.0 -0.4 -0.2 -1.356
H 4.11556 1.31004 -0.53012 0.4 -0.6 1.0 0.311
H 3.09369 2.82323 -0.47176 1.0 -0.9 -0.9 0.270
H 4.49214 2.52948 -1.73109 -1.1 -0.1 0.6 0.404
H 4.31048 -0.67706 -2.19397 -0.4 -0.1 -1.3 0.240
H 4.57027 0.11332 -3.80668 -0.7 -0.2 0.4 0.364
H 3.33225 -1.19507 -3.69188 0.1 -0.1 0.2 0.353
H 1.61736 -1.44353 -1.57966 -0.8 0.6 0.6 0.568
H 0.39451 -0.12266 -0.92467 0.8 -1.0 0.2 -0.316
H 3.63785 -2.00198 -0.53623 0.0 0.0 0.3 0.401
H 4.75885 -2.45827 1.52711 -0.4 0.5 0.3 0.351
H 3.98401 -1.19876 3.70998 0.7 -0.1 0.4 0.436
H 2.42004 0.68459 3.41808 0.3 -0.1 0.0 0.355
H 0.86322 1.85832 0.41901 -0.3 -0.4 0.3 0.159
H 0.83572 1.83810 2.19299 0.0 0.2 -0.1 0.658
H -1.32941 -0.14598 4.23778 0.3 0.4 -0.2 0.374
H -2.87485 0.21933 3.52780 0.6 0.4 -0.1 0.322
H -1.72476 1.60480 3.80775 -0.1 -1.1 -0.2 0.357
H 0.26309 -1.93471 2.49463 -0.5 -0.1 -0.2 0.401
H -0.39427 -2.36581 0.87604 0.0 0.3 0.4 0.349
H -1.51443 -2.37750 2.27723 0.7 0.5 -0.2 0.409
C -5.15349 -0.17057 -2.17894 -0.9 -1.2 1.8 -0.800
S -3.80759 -1.17014 -1.48930 -0.2 -0.5 -0.1 0.168
C -4.65531 -2.24894 -0.31610 1.5 -0.8 0.9 -0.939
H -5.60557 -0.74855 -2.96778 -0.4 0.1 -0.2 0.339
H -4.70951 0.71595 -2.49601 0.7 1.4 -0.9 0.346
H -5.85640 0.12045 -1.35765 0.4 -0.5 -0.8 0.253
H -5.06499 -1.72992 0.53518 -0.3 0.3 0.0 0.324
H -3.95560 -3.01751 0.08198 0.2 0.9 -0.2 0.315
H -5.33681 -2.92208 -0.76620 -1.2 0.0 -0.9 0.410
N -3.19604 2.73263 -2.06262 0.8 -0.7 1.2 -0.537
N -1.94197 2.04548 -1.55489 -1.5 0.9 -1.1 -0.153
H -2.94049 3.50957 -2.65299 0.3 0.3 -0.1 0.269
H -3.64608 3.13038 -1.23159 0.1 -0.2 -0.4 0.223
H -1.43689 2.65719 -0.90051 0.1 -0.2 -0.9 0.241
H -1.43428 1.83224 -2.42749 0.2 0.3 0.9 0.228
```
Forces are in eV/Å.

---

Record 3
Computed, not measured: a structure of composition C14H31BBe, with the ωB97M-V functional and the def2-TZVPD basis.

Values from the calculation:
orbital gap: 3.4 eV
charge: +2

Structure (XYZ):
```
47
Properties=species:S:1:pos:R:3:forces:R:3:mulliken_charge:R:1
B -2.93652 -4.14627 -4.14264 -0.3 0.1 0.1 0.146
C -2.13755 -4.00104 -2.80087 0.4 -0.3 -0.8 -0.477
C -0.62835 -4.00109 -3.05024 -0.1 0.4 0.5 -0.519
C 0.29100 -3.80828 -1.81144 -0.1 -0.6 -0.5 -0.580
C -0.35137 -3.89999 -0.43852 0.4 0.5 -0.1 -1.079
C -0.95421 -2.59392 0.07760 0.2 -1.0 0.9 -0.431
C 0.05793 -1.48976 0.35068 -0.8 0.9 1.1 -0.943
C -0.17460 -0.71657 1.72588 -0.2 0.3 -1.3 0.679
C -0.02873 0.79737 1.56083 1.0 -0.4 0.7 -1.308
C 0.45794 1.42330 2.85729 -0.3 0.7 -0.1 -0.529
C 0.55924 2.94319 2.71102 0.5 -0.8 -0.7 -0.895
C 1.82902 3.35259 1.96287 -0.4 0.8 0.4 -0.468
C 1.68791 4.79094 1.40583 0.4 -0.8 0.1 -0.906
C 1.55133 4.83988 -0.11928 -0.3 0.5 0.1 -0.427
C 0.13619 5.15154 -0.61525 0.2 -0.1 0.0 -1.149
H -2.47074 -3.77414 -5.16985 0.0 0.0 0.0 -0.031
H -4.03618 -4.59215 -4.10215 0.0 0.0 -0.1 -0.032
H -2.43320 -4.81911 -2.15101 -0.2 0.1 0.4 0.200
H -2.47415 -3.04237 -2.39973 -0.2 0.1 0.2 0.023
H -0.37425 -4.94070 -3.52539 0.1 -0.2 -0.1 0.341
H -0.39368 -3.22214 -3.76629 0.0 0.1 -0.2 0.321
H 1.02704 -4.60412 -1.85386 0.3 0.0 0.0 0.375
H 0.85866 -2.88392 -1.92299 0.1 0.3 0.1 0.307
H -1.09582 -4.68124 -0.37519 -0.2 -0.1 -0.1 0.388
H 0.43119 -4.16661 0.27681 0.0 -0.2 0.2 0.545
H -1.43677 -2.82836 1.02235 -0.2 0.0 0.2 0.555
H -1.71826 -2.18062 -0.57269 0.0 0.1 -0.3 0.254
H 0.02780 -0.78638 -0.47097 0.5 0.4 0.0 0.756
H 1.12965 -1.86822 0.35761 1.1 -0.9 -0.6 0.409
H 0.55497 -1.09394 2.58461 -1.1 -0.1 0.9 0.056
H -1.15521 -0.93600 2.12494 0.1 -0.5 0.5 0.805
H 0.67900 0.99841 0.75399 0.1 0.4 -0.3 0.294
H -0.99810 1.18970 1.26963 -0.2 0.0 -0.2 0.534
H 1.46917 1.00655 3.08906 0.0 -0.1 0.2 0.218
H -0.24091 1.19742 3.65759 0.1 -0.4 0.3 0.404
H 0.47634 3.43512 3.66930 0.0 0.2 0.2 0.425
H -0.27729 3.22829 2.07690 -0.4 0.3 0.2 0.434
H 2.66938 3.29468 2.64897 0.2 -0.1 0.1 0.326
H 2.01668 2.68304 1.12479 0.1 -0.2 -0.1 0.182
H 0.82154 5.23906 1.87880 -0.1 0.3 0.1 0.484
H 2.55020 5.35755 1.73132 0.2 0.2 0.0 0.399
H 2.21556 5.61792 -0.47652 0.1 0.1 -0.2 0.353
H 1.88680 3.91074 -0.57011 0.3 -0.2 -0.1 0.319
H -0.42186 5.69765 0.13564 -0.2 0.2 0.1 0.314
H -0.41881 4.25103 -0.86509 -0.2 -0.1 0.0 0.241
H 0.17900 5.76521 -1.50524 -0.1 0.1 -0.2 0.360
Be 1.59305 -1.09422 1.65101 -1.1 0.4 -1.4 0.325
```
Forces are in eV/Å.

---

Record 4
Computed, not measured: a cluster of 3 separate species, C14H31BBrN2O4 in total, with the ωB97M-V functional and the def2-TZVPD basis.

Values from the calculation:
orbital gap: 6.7 eV
charge: -1

Structure (XYZ):
```
53
Properties=species:S:1:pos:R:3:forces:R:3:mulliken_charge:R:1
C -1.30377 -0.28553 2.58082 -0.5 0.7 0.5 -0.762
C -0.99762 -0.29619 1.00329 0.3 0.7 0.7 -0.567
N -1.83145 -1.21008 0.18701 -0.5 1.0 1.6 0.700
C -1.81500 -2.62645 0.65850 -0.5 -1.8 -2.0 -0.678
C -1.27211 -3.62721 -0.51388 -0.2 -0.4 1.0 -0.824
B 0.00522 -3.02569 -1.34954 -1.0 1.3 -0.1 0.786
N 1.15941 -2.52704 -0.48818 0.6 -0.2 0.9 -0.630
O -0.40798 -2.02798 -2.37606 0.6 0.0 0.9 -0.663
Br 0.76437 -4.59719 -2.45652 0.4 -1.4 -0.7 -0.517
C -3.17636 -0.69884 -0.07290 -0.9 -0.6 -3.4 0.204
C -4.19325 -0.10535 0.99770 -0.1 1.1 0.0 -0.877
O -3.59398 -0.76079 -1.26151 1.0 0.2 4.1 -0.570
H -0.51607 -0.83616 3.20482 -1.0 0.9 -0.9 0.338
H -1.37631 0.82949 2.89697 0.4 -2.0 -0.2 0.098
H -2.32265 -0.74407 2.86018 1.6 0.5 -0.6 0.238
H -1.14896 0.77492 0.62066 0.2 -1.5 0.4 0.345
H 0.11972 -0.52125 0.85603 -1.8 0.1 -0.1 0.216
H -2.90865 -2.93853 0.82426 1.6 0.3 0.5 0.309
H -1.14348 -2.82778 1.55398 -1.1 0.8 -0.8 0.349
H -2.08120 -3.90734 -1.26318 0.8 0.4 1.1 0.180
H -0.92224 -4.58408 0.03346 -0.7 1.2 -0.8 0.173
H 2.01665 -3.08030 -0.61109 -0.6 0.4 0.0 0.177
H 0.95818 -2.56723 0.51912 0.1 -0.1 -0.6 0.127
H 0.04206 -1.19835 -2.12161 -0.3 -0.6 -0.3 0.190
H -4.76691 -0.88833 1.59453 1.0 0.8 -0.9 0.203
H -4.96047 0.51614 0.40627 1.2 -1.1 0.8 0.319
H -3.71288 0.61885 1.74567 -0.5 -1.2 -1.0 0.222
C 3.62102 -0.35632 -5.23189 0.4 0.2 -0.1 -0.500
C 3.09826 -1.76471 -5.04656 -0.2 -0.2 -0.2 -0.660
C 2.52054 -1.70525 -3.64614 -0.2 -0.3 0.3 0.129
O 2.07146 -0.35537 -3.44207 0.4 0.2 -0.4 -0.358
C 2.57782 0.46552 -4.49892 -0.4 0.0 0.3 -0.528
H 3.73639 -0.06348 -6.27782 0.0 0.0 0.0 0.340
H 4.59333 -0.25306 -4.73790 0.0 0.0 0.0 0.246
H 2.30149 -1.96305 -5.77113 0.0 0.0 0.1 0.278
H 3.86218 -2.53600 -5.15984 -0.1 0.0 0.0 0.354
H 3.28394 -1.92276 -2.89087 0.0 -0.1 0.0 0.185
H 1.68621 -2.39728 -3.50675 0.1 0.3 0.1 -0.099
H 1.73899 0.71995 -5.15716 0.1 0.1 -0.1 0.293
H 2.98713 1.39000 -4.08286 -0.1 0.0 0.1 0.249
C -0.38971 5.08969 3.77975 -0.4 0.2 0.1 -0.552
C 0.84401 4.53427 4.45581 0.4 0.1 0.0 -0.547
C 0.60744 3.03928 4.36399 -0.1 -0.4 0.0 -0.499
O -0.15476 2.81191 3.17137 0.1 0.5 0.2 -0.290
C -0.63083 4.07266 2.68129 0.1 -0.2 -0.3 -0.422
H -0.26358 6.10500 3.39994 0.0 -0.1 0.0 0.331
H -1.23026 5.08849 4.48164 0.0 0.0 -0.1 0.268
H 1.73576 4.80734 3.88231 0.0 0.0 0.1 0.265
H 0.97827 4.88237 5.48148 0.0 0.0 0.0 0.322
H 0.01766 2.67695 5.21304 0.1 0.0 0.1 0.287
H 1.53828 2.46965 4.31837 -0.1 0.0 -0.1 0.291
H -0.05937 4.31923 1.78000 -0.1 0.1 0.0 0.278
H -1.68595 3.98732 2.41211 0.1 -0.1 0.0 0.254
```
Forces are in eV/Å.

---

Maximum force, record by record: 5.34, 3.13, 1.78, 4.19 eV/Å